The following is a quantum chemistry calculation of C26H50BIrN2OP2 as an isolated structure, from the OMol25 dataset.

ORCA input file:
```
! RIJCOSX wB97M-V def2-TZVPD def2/J DEFGRID3
* xyz 3 2
Ir -0.828 -0.694 -0.022
C 2.942 -0.033 -3.565
C 2.591 -0.237 -2.085
C 3.336 -1.442 -1.491
C 2.976 1.007 -1.296
P 0.749 -0.525 -1.902
C -0.095 0.917 -2.764
N -0.499 1.802 -1.691
B -1.019 1.210 -0.487
N -1.025 2.280 0.486
C -1.259 1.940 1.873
P -0.410 0.284 2.066
C -1.436 -0.611 3.333
C -0.669 -1.852 3.818
C -1.810 0.304 4.506
C -2.693 -1.082 2.615
C 1.312 0.696 2.586
C 1.775 1.861 1.714
C 1.355 1.116 4.059
C 2.186 -0.545 2.341
C -0.593 3.423 -0.088
C -0.416 4.711 0.430
C 0.088 5.655 -0.420
C 0.432 5.351 -1.789
C 0.273 4.102 -2.324
C -0.244 3.116 -1.479
C 0.129 -2.133 -2.650
C 0.957 -2.628 -3.840
C -1.318 -1.931 -3.110
C 0.196 -3.166 -1.506
H 4.013 0.181 -3.605
H 2.769 -0.913 -4.175
H 2.434 0.818 -4.019
H 4.409 -1.247 -1.554
H 3.091 -1.592 -0.437
H 3.151 -2.368 -2.032
H 4.045 1.180 -1.437
H 2.454 1.909 -1.630
H 2.809 0.857 -0.239
H 0.544 1.426 -3.481
H -0.957 0.520 -3.294
H -0.877 2.695 2.557
H -2.320 1.807 2.085
H 0.191 -1.595 4.432
H -1.338 -2.453 4.438
H -0.334 -2.483 2.990
H -0.960 0.545 5.138
H -2.293 1.232 4.199
H -2.527 -0.240 5.125
H -2.433 -1.771 1.809
H -3.317 -1.633 3.322
H -3.299 -0.266 2.212
H 1.317 2.804 2.017
H 2.855 1.976 1.832
H 1.562 1.692 0.666
H 0.660 1.924 4.292
H 1.172 0.284 4.735
H 2.362 1.484 4.267
H 2.206 -0.811 1.282
H 3.208 -0.325 2.654
H 1.854 -1.412 2.910
H -0.678 4.957 1.451
H 0.234 6.668 -0.068
H 0.826 6.149 -2.406
H 0.520 3.899 -3.357
H 0.963 -1.911 -4.660
H 1.979 -2.884 -3.576
H 0.485 -3.540 -4.213
H -1.371 -1.383 -4.052
H -1.758 -2.913 -3.286
H -1.950 -1.424 -2.378
H 1.210 -3.312 -1.132
H -0.440 -2.905 -0.639
H -0.172 -4.130 -1.867
C -3.494 -3.657 -0.799
C -3.971 -2.403 -0.122
O -3.071 -1.264 -0.452
H -4.222 -4.448 -0.620
H -2.535 -3.998 -0.404
H -3.415 -3.517 -1.875
H -4.003 -2.520 0.958
H -4.967 -2.125 -0.460
H -3.609 -0.463 -0.419
*
```

As for the expectation value of S²: 0.77. Its energy is -2016.433273 Ha.

Löwdin population analysis, charges in e, atoms 1 to 2: 0.955 -0.045

The following is a quantum chemistry calculation of an isolated ion of composition C26H50BrN3O5P and charge +1, from the OMol25 dataset.

ORCA input file:
```
! RIJCOSX wB97M-V def2-TZVPD def2/J DEFGRID3
* xyz 1 1
C 5.108 -2.041 3.397
C 4.955 -2.351 1.791
C 5.075 -1.013 0.827
C 4.498 0.363 1.508
C 3.653 1.326 0.432
C 3.583 2.827 1.083
C 3.345 4.048 0.020
C 2.833 3.597 -1.469
C 1.192 3.292 -1.524
C 0.847 1.681 -1.692
C -0.394 1.363 -0.679
N -0.591 -0.063 -0.266
C -0.662 -1.206 -1.220
N -0.434 -1.085 -2.696
C 0.690 -1.870 -2.985
C 2.200 -1.228 -3.257
C 0.618 -3.536 -3.101
O -1.971 -1.934 -1.117
C -2.829 -0.867 -0.503
C -4.251 -1.584 -0.140
C -4.140 -3.086 0.511
C -5.716 -3.602 0.727
O -6.618 -3.398 -0.268
O -6.150 -4.243 1.998
N -3.155 0.002 -1.693
C -4.256 1.000 -1.430
C -3.899 2.437 -2.187
C -3.951 3.661 -1.054
C -1.793 -0.372 0.654
C -2.340 0.879 1.622
C -3.180 0.375 2.934
O -4.221 -0.459 2.953
Br -2.647 1.122 4.757
P -1.249 -1.618 2.042
C 0.230 -0.860 3.061
O -0.619 -3.094 1.375
H 4.092 -1.513 3.735
H 5.157 -3.050 4.005
H 5.971 -1.299 3.670
H 3.987 -2.992 1.523
H 5.875 -3.057 1.507
H 4.536 -1.304 -0.198
H 6.232 -0.923 0.556
H 5.420 1.007 1.856
H 3.717 0.159 2.387
H 4.227 1.244 -0.584
H 2.564 0.898 0.427
H 2.744 2.821 1.927
H 4.625 3.031 1.608
H 4.267 4.762 -0.134
H 2.484 4.730 0.481
H 3.450 2.737 -1.970
H 2.978 4.551 -2.173
H 0.744 3.838 -2.480
H 0.626 3.788 -0.601
H 1.775 0.977 -1.600
H 0.425 1.537 -2.799
H -1.386 1.868 -1.102
H -0.151 1.974 0.319
H 0.264 -0.304 0.321
H 0.194 -1.949 -0.847
H 2.938 -2.054 -3.703
H 2.731 -0.878 -2.248
H 2.199 -0.354 -4.043
H -0.408 -3.867 -3.575
H 0.783 -3.928 -2.012
H 1.560 -3.883 -3.743
H -4.827 -1.725 -1.177
H -4.977 -0.882 0.498
H -3.670 -3.804 -0.284
H -3.655 -3.135 1.575
H -6.371 -3.459 2.595
H -3.412 -0.644 -2.483
H -4.510 1.187 -0.304
H -5.235 0.589 -1.937
H -4.742 2.686 -2.960
H -2.830 2.410 -2.708
H -4.014 4.730 -1.553
H -2.996 3.666 -0.359
H -4.877 3.531 -0.314
H -1.338 1.373 2.046
H -2.857 1.737 1.000
H 0.829 -0.060 2.454
H 0.895 -1.770 3.435
H -0.189 -0.348 4.055
H 0.392 -3.114 1.499
*
```

Its energy is -4475.654677 Ha.

Löwdin population analysis, charges in e, atoms 1 to 2: -0.153 -0.272

The following is a quantum chemistry calculation of C26H50MoNOP3 as an isolated structure, from the OMol25 dataset.

ORCA input file:
```
! RIJCOSX wB97M-V def2-TZVPD def2/J DEFGRID3
* xyz 4 3
Mo -0.556 0.233 0.173
P -2.105 1.683 0.504
P -2.051 -0.895 -1.766
P 1.600 0.660 1.214
H 0.026 0.408 -3.304
C 1.094 0.208 -2.977
C 1.527 -0.973 -2.487
H 0.802 -1.797 -2.280
C -2.588 3.045 -0.671
C -3.760 1.027 0.981
C -1.562 2.581 1.973
C -1.552 -2.282 -2.892
C -3.491 -1.763 -1.061
C -2.876 0.255 -2.941
C 3.217 0.061 0.593
C 1.463 -0.082 2.856
C 2.054 2.396 1.616
H 1.569 1.224 -2.667
H 2.339 -0.983 -1.730
H -2.200 3.979 -0.209
H -3.690 3.071 -0.759
H -2.099 2.900 -1.652
H -4.173 1.741 1.717
H -3.659 0.034 1.441
H -4.421 0.971 0.094
H -2.455 3.056 2.402
H -0.825 3.342 1.686
H -1.123 1.899 2.718
H -2.454 -2.668 -3.400
H -1.115 -3.096 -2.292
H -0.825 -1.940 -3.642
H -4.084 -2.204 -1.863
H -4.126 -1.090 -0.497
H -3.171 -2.558 -0.394
H -3.410 -0.321 -3.714
H -2.128 0.899 -3.418
H -3.594 0.881 -2.400
H 3.995 0.247 1.361
H 3.491 0.597 -0.330
H 3.189 -1.017 0.374
H 2.432 -0.042 3.388
H 1.133 -1.138 2.803
H 0.716 0.455 3.464
H 2.948 2.378 2.258
H 1.216 2.876 2.143
H 2.243 2.949 0.678
C 0.978 3.849 -1.546
C 0.358 5.043 -1.922
C 1.147 6.127 -2.288
C 2.512 5.977 -2.402
C 3.138 4.769 -2.186
C 2.438 3.638 -1.792
O 0.181 3.174 -0.835
H 0.534 0.776 -0.589
H -0.694 5.071 -1.734
H 0.623 7.048 -2.466
H 3.107 6.823 -2.707
H 4.197 4.637 -2.303
H 2.856 2.628 -1.586
C 1.432 -4.774 2.540
N 1.995 -3.604 1.797
C 3.480 -3.752 1.658
C 1.278 -3.289 0.452
C -0.142 -2.963 0.685
C -1.062 -4.001 0.826
C -2.226 -3.840 1.555
C -2.484 -2.613 2.150
C -1.662 -1.518 1.917
C -0.605 -1.660 0.981
H 1.445 -5.641 1.883
H 0.432 -4.563 2.888
H 2.085 -4.960 3.391
H 1.808 -2.761 2.382
H 3.668 -4.552 0.937
H 3.912 -2.813 1.321
H 3.877 -4.024 2.638
H 1.835 -2.480 -0.015
H 1.413 -4.195 -0.137
H -0.790 -4.973 0.426
H -2.908 -4.682 1.691
H -3.327 -2.494 2.814
H -1.786 -0.614 2.486
*
```

The energy above the lowest of the compared OMol25 structures with the same formula, charge and spin is 35.9 kJ/mol. As for the expectation value of S²: 2.05. Its energy is -2241.183894 Ha.

Löwdin population analysis, charges in e, atoms 1 to 2: 0.975 0.675